(1)
# C5H14N2

The ion C5H14N2 with charge +2 (ωB97M-V/def2-TZVPD, the OMol25 dataset).

```
! wB97M-V def2-TZVPD RIJCOSX def2/J DEFGRID3
* xyz 2 1
C -1.34755 0.21359 1.15331
C 0.17988 0.34161 1.16154
C 0.88395 -0.19849 -0.10988
C 0.14018 0.24480 -1.36378
C 0.68070 1.09947 -2.21612
N -0.80291 -0.75887 -2.01116
N 0.71743 -0.38681 2.40137
H -1.67762 0.24383 2.19256
H -1.78097 1.10716 0.71012
H -1.71378 -0.73791 0.76568
H 0.44107 1.39655 1.22839
H 1.81303 0.28600 -0.24538
H 1.00473 -1.28339 -0.04890
H 0.30206 1.45187 -3.17064
H 1.60012 1.61032 -1.95274
H -0.67732 -0.67043 -3.01934
H -1.78140 -0.59637 -1.76346
H -0.57381 -1.70799 -1.71431
H 0.15528 -1.20829 2.62502
H 0.77692 0.30150 3.15406
H 1.66000 -0.74816 2.22368
*
```

## Properties
E_HOMO = -18.87 eV
SMILES string = C=C([NH3+])C[C@@H](C)[NH3+]
energy above the lowest of the compared OMol25 structures with the same formula, charge and spin = 65.2 kJ/mol
F_max = 0.0455 hartree/bohr

Atomic partial charges in e from the Löwdin method, atoms 1 to 6:
1. C -0.02
2. C -0.29
3. C -0.09
4. C -0.26
5. C 0.16
6. N 0.26


(2)
# C5H14N2O

A cluster of 3 separate species, C5H14N2O in total (ωB97M-V/def2-TZVPD, the OMol25 dataset).

```
! wB97M-V def2-TZVPD RIJCOSX def2/J DEFGRID3
* xyz 0 1
C -0.25565 -0.66861 -1.35575
C -0.20331 -0.30264 1.44805
C -0.62531 -2.12501 -1.32669
C 1.06874 -0.85080 2.08412
N -0.86295 0.14654 -2.19278
H 0.62937 -0.46435 -0.77558
H -1.75128 -0.10975 -2.59928
H -0.55849 1.15086 -2.27307
H -0.83377 -1.14759 1.16013
H -0.65864 0.42788 2.12908
H -0.08978 -2.63931 -0.51912
H -0.34947 -2.95396 -1.99906
H -1.64731 -2.12623 -1.74037
H 0.88605 -1.38686 3.02186
H 1.75929 -0.02891 2.30142
H 1.53621 -1.61255 1.45028
N 0.58082 2.91551 0.55612
C 0.06204 2.02816 -0.33337
O -0.08392 2.52131 -1.47625
H 0.79114 3.88567 0.35061
H 0.72730 2.63152 1.51107
H -0.12110 0.70911 0.57860
*
```

## Properties
E_HOMO = -6.16 eV
energy above the lowest of the compared OMol25 structures with the same formula, charge and spin = 619.5 kJ/mol
F_max = 0.0616 hartree/bohr

Atomic partial charges in e from the Löwdin method, atoms 1 to 6:
1. C -0.13
2. C -0.27
3. C -0.06
4. C -0.19
5. N 0.20
6. H 0.10


(3)
# C5H14N2O

A cluster of 2 separate species, C5H14N2O in total (ωB97M-V/def2-TZVPD, the OMol25 dataset).

```
! wB97M-V def2-TZVPD RIJCOSX def2/J DEFGRID3
* xyz 0 1
N 0.84411 -0.54961 0.80947
C 0.39844 -1.52258 -0.18302
C 0.54377 -1.05304 -1.61744
C 1.04736 0.43265 -1.45090
C 0.99404 0.73890 0.08230
C -0.13418 1.60606 0.64488
N 0.11393 3.07128 0.51043
H 1.62143 -0.85212 1.38758
H 0.88690 -2.50362 -0.16573
H -0.64616 -1.76705 0.12802
H -0.36503 -1.08563 -2.22000
H 1.40494 -1.69362 -1.97800
H 2.13607 0.29123 -1.62082
H 0.52910 1.12166 -2.15747
H 1.96202 1.16059 0.33447
H -1.11802 1.25659 0.24590
H -0.43378 1.39487 1.64775
H 1.14752 3.16314 0.69111
H -0.05068 3.22058 -0.53343
H -4.00887 -2.77525 1.51144
H -3.59463 -1.48190 2.26108
O -3.27829 -2.17312 1.67238
*
```

## Properties
E_HOMO = -8.34 eV
SMILES string = NC[C@@H]1CCCN1.O
energy above the lowest of the compared OMol25 structures with the same formula, charge and spin = 267.2 kJ/mol
F_max = 0.0604 hartree/bohr

Atomic partial charges in e from the Löwdin method, atoms 1 to 6:
1. N -0.03
2. C -0.26
3. C -0.17
4. C -0.12
5. C -0.34
6. C -0.27


(4)
# C5H14N2O

A structure of composition C5H14N2O (ωB97M-V/def2-TZVPD, the OMol25 dataset).

```
! wB97M-V def2-TZVPD RIJCOSX def2/J DEFGRID3
* xyz 0 1
C 0.57055 0.78173 -0.86169
C 0.75420 2.26695 -0.69762
C 1.82754 -0.04506 -0.81822
H 0.04110 0.58718 -1.79459
H -1.28323 -0.29295 -0.94992
H -0.20226 2.78000 -0.56642
H 1.59781 -1.11297 -0.78953
H 1.21247 2.68661 -1.60331
H 1.40278 2.49965 0.14988
H 2.41885 0.13864 -1.72659
H 2.43596 0.19359 0.05591
C -1.62157 -2.15347 0.13458
N -0.27475 0.29263 0.84367
C -1.73856 -0.63341 0.05258
N 0.14497 -0.50897 1.93965
O -2.80724 -0.07520 0.39782
H -0.84236 1.08804 1.13958
H 0.11128 -0.01046 2.82523
H 1.07181 -0.90734 1.81089
H -1.88938 -2.47850 1.14077
H -2.31752 -2.59681 -0.57779
H -0.61244 -2.49988 -0.10488
*
```

## Properties
E_HOMO = -7.53 eV
energy above the lowest of the compared OMol25 structures with the same formula, charge and spin = 574.4 kJ/mol
F_max = 0.0628 hartree/bohr

Atomic partial charges in e from the Löwdin method, atoms 1 to 6:
1. C -0.21
2. C -0.10
3. C -0.10
4. H 0.11
5. H 0.08
6. H 0.08


(5)
# C5H14N2O

A structure of composition C5H14N2O (ωB97M-V/def2-TZVPD, the OMol25 dataset).

```
! wB97M-V def2-TZVPD RIJCOSX def2/J DEFGRID3
* xyz 0 1
C -0.27666 0.42832 0.65752
C 1.09479 0.11515 0.42080
C -0.22112 -0.52571 -2.11652
C -0.24349 -2.24291 -0.39591
C -0.94853 1.65645 0.12829
N -0.05335 -0.84991 -0.72101
N 1.30751 1.60040 1.86459
O -0.85540 -0.20031 1.69728
H -1.73276 0.16715 1.85913
H 1.51413 1.06969 2.71033
H 2.18058 2.05933 1.60512
H 1.56264 -0.67327 0.98942
H 1.64836 0.66946 -0.31781
H -1.26354 -2.57832 -0.63195
H 0.45343 -1.11628 -2.75298
H 0.01840 0.52390 -2.29615
H -1.25022 -0.70938 -2.45801
H -0.08245 -2.40660 0.67018
H 0.45654 -2.89100 -0.94181
H -1.95920 1.41832 -0.20949
H -0.38471 2.09172 -0.69186
H -0.96495 2.39380 0.93082
*
```

## Properties
E_HOMO = -6.92 eV
energy above the lowest of the compared OMol25 structures with the same formula, charge and spin = 565.3 kJ/mol
F_max = 0.0449 hartree/bohr

Atomic partial charges in e from the Löwdin method, atoms 1 to 6:
1. C -0.48
2. C -0.04
3. C -0.12
4. C -0.12
5. C -0.02
6. N -0.23


(6)
# C5H14N2O2

A cluster of 2 separate species, C5H14N2O2 in total (ωB97M-V/def2-TZVPD, the OMol25 dataset).

```
! wB97M-V def2-TZVPD RIJCOSX def2/J DEFGRID3
* xyz -1 2
C -0.03323 1.52371 -0.44641
N -0.54017 0.28851 -0.05544
C -1.68202 0.26059 0.78862
C -1.12098 -0.99200 -2.18005
C -0.36729 -0.92793 -0.84672
C 1.10441 -1.10646 -1.14137
N 1.90813 -1.13703 0.08574
O -0.02811 2.50786 0.33227
H 0.66894 1.51467 -1.28105
H -1.63413 -0.59045 1.47549
H -1.92305 1.23146 1.20050
H -2.70508 0.03193 0.34263
H -2.20596 -1.08546 -2.05221
H -0.86269 -1.96940 -2.61738
H -0.94338 -0.23274 -2.93396
H -0.77150 -1.72601 -0.22316
H 1.28545 -2.04727 -1.68603
H 1.48803 -0.52480 -1.99164
H 2.26219 -2.02831 0.41420
H 2.70591 -0.53440 0.01213
H 0.48476 -0.38654 2.15988
H 0.59509 0.98810 2.79319
O 0.52027 0.05826 3.01514
*
```

## Properties
E_HOMO (spin up / spin down) = 0.98 / -6.03 eV
energy above the lowest of the compared OMol25 structures with the same formula, charge and spin = 33.1 kJ/mol
F_max = 0.0701 hartree/bohr

Atomic partial charges in e from the Löwdin method, atoms 1 to 6:
1. C -0.30
2. N -0.13
3. C -0.13
4. C -0.16
5. C -0.40
6. C -0.50


(7)
# C5H14N2O2

A cluster of 2 separate species, C5H14N2O2 in total (ωB97M-V/def2-TZVPD, the OMol25 dataset).

```
! wB97M-V def2-TZVPD RIJCOSX def2/J DEFGRID3
* xyz 0 1
C 0.47538 1.45440 -0.66464
C -1.42360 0.99024 1.52165
N -1.07462 0.34350 0.25780
O -2.32246 0.18786 -0.44726
O -0.32185 2.57126 -0.78046
H -2.16240 -0.64195 -0.94625
H -1.17265 2.30866 -1.16126
H 1.44539 1.80420 -0.33665
H 0.50741 0.82339 -1.54760
H -0.50460 1.19301 2.06504
H -2.08253 0.34730 2.11087
H -1.93935 1.92452 1.30777
C 2.23680 -0.89055 -0.47748
N -0.60989 -1.81932 -0.65690
C -0.21974 -0.92778 0.43057
C 1.17817 -0.46018 0.49105
H -0.68346 -2.77647 -0.34079
H 0.05357 -1.79481 -1.42125
H -0.55662 -1.38374 1.36777
H 1.52761 -0.25240 1.49615
H 2.34537 -0.20685 -1.34522
H 2.08456 -1.88299 -0.92040
H 3.21953 -0.91129 -0.00251
*
```

## Properties
E_HOMO (spin up / spin down) = -6.64 / -6.64 eV
energy above the lowest of the compared OMol25 structures with the same formula, charge and spin = 650.0 kJ/mol
F_max = 0.0224 hartree/bohr

Atomic partial charges in e from the Löwdin method, atoms 1 to 6:
1. C -0.09
2. C -0.05
3. N -0.27
4. O -0.05
5. O -0.05
6. H 0.07


(8)
# C5H14N2O2

A cluster of 2 separate species, C5H14N2O2 in total (ωB97M-V/def2-TZVPD, the OMol25 dataset).

```
! wB97M-V def2-TZVPD RIJCOSX def2/J DEFGRID3
* xyz 0 1
O -0.59294 -0.99971 0.98849
C -0.54278 -0.25265 0.01992
N -0.46278 -0.74036 -1.23454
C -0.41033 -2.18737 -1.45791
N 0.85170 -2.81137 -1.22447
C -0.54779 1.26486 0.17348
C 0.85180 1.88150 -0.00306
C 0.79705 3.40662 0.12165
H -0.42910 -0.12015 -2.02514
H -1.16215 -2.64621 -0.81357
H -0.72899 -2.37240 -2.47651
H 1.61283 -2.32464 -1.69779
H 1.07246 -2.85386 -0.24116
H -1.34654 1.68185 -0.44998
H -0.85025 1.40277 1.21620
H 1.47972 1.41909 0.76069
H 1.20649 1.60837 -0.99507
H -0.17762 3.82297 0.36044
H 1.52353 3.81328 0.82537
H 1.10678 3.89658 -0.80343
H -1.47045 -1.62907 2.89733
H -0.59171 -2.81796 2.70259
O -1.18895 -2.44216 3.35646
*
```

## Properties
E_HOMO = -9.68 eV
SMILES string = CCCC(=O)NCN.O
energy above the lowest of the compared OMol25 structures with the same formula, charge and spin = 48.0 kJ/mol
F_max = 0.0207 hartree/bohr

Atomic partial charges in e from the Löwdin method, atoms 1 to 6:
1. O 0.03
2. C -0.49
3. N 0.07
4. C -0.28
5. N 0.02
6. C -0.13


(9)
# C5H14N2O2S

A cluster of 2 separate species, C5H14N2O2S in total (ωB97M-V/def2-TZVPD, the OMol25 dataset).

```
! wB97M-V def2-TZVPD RIJCOSX def2/J DEFGRID3
* xyz 0 1
C -2.31243 1.54031 0.40280
C 0.96157 -0.29710 1.81478
C 3.00041 -0.17556 -0.94772
C -1.88303 0.11943 0.06336
C 0.47698 0.45836 0.58330
N -1.73105 -1.65656 -1.61852
N -1.88900 -0.29670 -1.15918
O 1.01127 -1.69673 -0.91201
O 0.63184 0.49500 -1.96235
S 1.17939 -0.26173 -0.84737
H -2.06657 1.79179 1.42311
H -3.35806 1.65024 0.06011
H -1.65197 1.98894 -0.32862
H 2.02193 -0.17300 2.11034
H 0.77420 -1.38471 1.63651
H 0.37817 0.09408 2.66235
H 3.41028 -1.14028 -0.55248
H 3.34365 -0.04433 -1.93493
H 3.38034 0.58863 -0.25136
H -2.14112 -0.69965 0.85195
H 0.88976 1.53813 0.39275
H -0.76967 -1.96689 -1.65209
H -2.23942 -2.31779 -1.07360
H -1.45205 0.32690 -1.86743
*
```

## Properties
E_HOMO = -7.91 eV
energy above the lowest of the compared OMol25 structures with the same formula, charge and spin = 300.1 kJ/mol
F_max = 0.0825 hartree/bohr

Atomic partial charges in e from the Löwdin method, atoms 1 to 6:
1. C -0.05
2. C -0.19
3. C -0.14
4. C -0.20
5. C -0.36
6. N 0.07


(10)
# C5H14N2O3

A cluster of 2 separate species, C5H14N2O3 in total (ωB97M-V/def2-TZVPD, the OMol25 dataset).

```
! wB97M-V def2-TZVPD RIJCOSX def2/J DEFGRID3
* xyz 0 1
C -0.07029 -0.93594 -1.42760
C 2.09638 -0.18838 -2.26749
N 1.21438 -0.30334 -1.12064
O 1.91091 -1.03776 -0.11519
O -1.00456 0.10383 -1.48306
H 1.66120 -0.62348 0.73449
H -0.46139 0.84725 -1.87175
H -0.35582 -1.58514 -0.59667
H -0.04018 -1.49525 -2.38094
H 1.59385 0.41234 -3.02539
H 2.36721 -1.16661 -2.68116
H 3.00337 0.32112 -1.94777
C -0.14743 1.70506 1.34810
C -0.46133 0.31781 1.80610
N -2.81452 0.20379 1.19194
C -1.62569 -0.32189 1.71097
O 0.66555 -0.31473 2.33317
H 0.41148 -1.17104 2.69589
H -3.41062 -0.51173 0.79970
H -2.64127 0.91853 0.49589
H -1.71223 -1.33363 2.09282
H 0.72725 1.69255 0.70002
H 0.07632 2.33685 2.20739
H -0.98257 2.12981 0.80117
*
```

## Properties
E_HOMO = -7.62 eV
SMILES string = C/C(O)=C\N.CN(O)CO
energy above the lowest of the compared OMol25 structures with the same formula, charge and spin = 347.2 kJ/mol
F_max = 0.0369 hartree/bohr

Atomic partial charges in e from the Löwdin method, atoms 1 to 6:
1. C -0.26
2. C -0.07
3. N -0.25
4. O -0.05
5. O -0.07
6. H 0.06